(1)
Molecular formula: C4H12N3
Method: DFT, wB97M-V/def2-TZVPD

Computed properties:
Gap between HOMO and LUMO, eV: 8.6
ΔE to the lowest compared entry with this formula, charge and spin, kJ/mol: 204.38
Energy, eV: -8805.616

```
! RIJCOSX wB97M-V def2-TZVPD def2/J DEFGRID3
* xyz 1 1
C 0.53 -0.81 1.33
C -0.11 -1.41 0.13
C -1.13 -1.00 -0.58
N 0.57 -2.68 -0.28
H 0.14 0.19 1.48
H 0.32 -1.40 2.23
H 1.61 -0.73 1.21
H -1.50 -1.58 -1.41
H -1.59 -0.05 -0.37
H 0.63 -3.34 0.50
H 1.54 -2.47 -0.56
H 0.11 -3.14 -1.07
N 0.84 2.74 -0.68
C -0.42 2.72 -0.13
N -1.43 2.32 -0.77
H 0.97 2.26 -1.57
H 1.62 2.72 -0.06
H -0.42 3.12 0.89
H -2.29 2.54 -0.29
*
```

***

(2)
Molecular formula: C2H8NOS
Method: DFT, wB97M-V/def2-TZVPD

Computed properties:
Gap between HOMO and LUMO, eV: 6.8
ΔE to the lowest compared entry with this formula, charge and spin, kJ/mol: 42.99
Energy, eV: -16577.383

```
! RIJCOSX wB97M-V def2-TZVPD def2/J DEFGRID3
* xyz -1 1
C -1.49 -0.27 -0.32
C -0.84 -0.59 1.02
S 0.34 0.74 1.52
N -0.59 -0.32 -1.50
H -1.70 0.80 -0.19
H -2.36 -0.84 -0.61
H -0.38 -1.55 1.27
H -1.67 -0.60 1.74
H -0.52 -1.26 -1.89
H 0.33 -0.03 -1.18
H 2.87 0.86 0.66
H 2.76 1.94 -0.32
O 3.24 1.13 -0.19
*
```

***

(3)
Molecular formula: C37H21Cl2N8O4S2Sc
Method: DFT, wB97M-V/def2-TZVPD

Computed properties:
Gap between HOMO and LUMO, eV: 6.0
ΔE to the lowest compared entry with this formula, charge and spin, kJ/mol: 0.00
Energy, eV: -126242.430

```
! RIJCOSX wB97M-V def2-TZVPD def2/J DEFGRID3
* xyz 0 1
Sc 0.02 0.67 0.82
Cl -1.95 -1.89 7.14
C -0.92 -1.30 5.91
C -1.54 -0.73 4.80
C -0.86 -0.21 3.70
N -1.37 0.36 2.55
C -2.56 1.05 2.50
O -3.37 1.14 3.43
C -2.88 1.71 1.25
C -4.15 2.34 1.10
C -4.53 2.99 -0.07
C -3.68 2.92 -1.17
C -2.45 2.31 -0.99
N -2.05 1.72 0.19
C 0.57 -0.34 3.69
C 1.19 -0.90 4.81
C 0.51 -1.36 5.93
Cl 1.40 -2.07 7.24
N 1.20 0.34 2.66
C 2.26 1.22 2.87
O 3.16 1.10 3.70
C 2.27 2.37 1.98
C 3.35 3.25 2.08
C 3.31 4.48 1.41
C 2.20 4.78 0.60
C 1.19 3.85 0.53
N 1.21 2.65 1.18
H -2.60 -0.63 4.85
H -4.85 2.31 1.96
H -5.45 3.54 -0.09
H -3.98 3.21 -2.15
H -1.78 2.21 -1.84
H 2.29 -0.89 4.81
H 4.22 3.02 2.74
H 4.13 5.16 1.50
H 2.13 5.65 -0.04
H 0.36 4.02 -0.13
S 1.35 -6.88 0.67
N -0.05 -5.99 0.72
C 0.32 -4.75 0.40
C -0.61 -3.65 0.25
C -1.99 -3.79 0.27
C -2.76 -2.67 0.07
C -2.17 -1.44 -0.12
N -0.84 -1.27 0.01
C -0.09 -2.38 0.06
C 1.36 -2.20 -0.04
N 1.79 -0.91 -0.10
C 3.07 -0.64 -0.36
C 4.01 -1.66 -0.51
C 3.62 -2.98 -0.32
C 2.28 -3.27 -0.13
C 1.73 -4.57 0.19
N 2.43 -5.66 0.34
H -2.39 -4.78 0.41
H -3.85 -2.75 0.11
H -2.81 -0.59 -0.33
H 3.35 0.36 -0.47
H 5.05 -1.39 -0.70
H 4.36 -3.81 -0.36
O -1.15 -1.07 -8.03
C -0.51 0.07 -7.66
O -0.08 0.78 -8.55
C -0.40 0.42 -6.19
C -1.03 -0.19 -5.09
C -0.74 0.13 -3.75
C 0.22 1.12 -3.50
S 0.69 1.61 -1.89
C 0.88 1.75 -4.56
C 0.56 1.47 -5.88
H -1.31 -1.73 -7.29
H -1.88 -0.85 -5.24
H -1.19 -0.37 -2.92
H 1.68 2.44 -4.22
H 1.04 2.00 -6.72
*
```

***

(4)
Molecular formula: C5H5N5O
Method: DFT, wB97M-V/def2-TZVPD

Computed properties:
Gap between HOMO and LUMO, eV: 10.0
ΔE to the lowest compared entry with this formula, charge and spin, kJ/mol: 0.00
SMILES: N#CNc1nc(N)cc(O)n1
Energy, eV: -14764.305

```
! RIJCOSX wB97M-V def2-TZVPD def2/J DEFGRID3
* xyz 0 1
N 1.03 -3.53 1.78
C 0.37 -2.59 1.77
N -0.34 -1.47 1.74
C -0.17 -0.53 0.78
N 0.33 -0.79 -0.41
C 0.29 0.15 -1.30
N 0.81 -0.29 -2.46
C -0.26 1.36 -1.05
C -0.62 1.56 0.25
O -1.14 2.71 0.66
N -0.63 0.65 1.19
H -0.64 -1.07 2.61
H 1.21 -1.21 -2.37
H 1.34 0.37 -2.99
H -0.40 2.11 -1.79
H -1.18 2.57 1.60
*
```